ORCA calculation (ωB97M-V/def2-TZVPD) on an isolated molecule of C5H7NO.

Geometry as ORCA input:
```
! wB97M-V def2-TZVPD RIJCOSX def2/J DEFGRID3
* xyz 0 1
H -2.5391 0.6198 0.1362
H 0.6763 2.3199 0.1396
H 1.8898 -1.7338 0.3015
C 1.6161 0.4143 0.4566
H 2.5391 0.6271 0.9861
C -0.4583 0.3858 -0.5695
H -1.8831 -1.0250 0.1895
C 0.6361 1.2353 0.0647
O -0.2236 -1.9654 -1.2652
N 1.3449 -0.9164 0.0785
H -1.3467 0.1293 1.4027
H -0.8101 0.7951 -1.5218
C -1.6464 0.0315 0.3548
C 0.2344 -0.9762 -0.7316
*
```

The value obtained for the HOMO-LUMO gap is 9.67 eV. Its total energy is -8835.83369 eV. For the max |F|, the calculation gives 0.69 eV Å⁻¹. Its HOMO energy is -8.713 eV. Its energy above the lowest of the compared OMol25 structures with the same formula, charge and spin is 35.6 kJ/mol. The value obtained for the molecular weight is 97.1 g/mol.

natural (NBO) atomic charge list, values in e, 6 entries:
1 H 0.2181
2 H 0.2265
3 H 0.4174
4 C -0.0182
5 H 0.2164
6 C -0.3518


ORCA calculation (ωB97M-V/def2-TZVPD) on an isolated molecule of C4H12N2S at a distorted geometry.

Geometry as ORCA input:
```
! wB97M-V def2-TZVPD RIJCOSX def2/J DEFGRID3
* xyz 0 1
C 2.1118 -0.1135 1.3286
H 2.2759 -1.2179 1.4032
H 3.2074 1.0544 0.0733
S -1.9086 -1.3610 -0.6868
N 3.3719 0.5131 0.9102
H -2.5306 0.7160 -1.6503
H -1.8593 1.9848 0.0394
C -1.5822 0.3207 -1.2885
H -0.5235 0.4283 1.6096
H 1.3955 0.3746 -0.7261
H 4.1110 -0.1410 0.7031
H 1.7462 0.3232 2.2608
N -0.1263 0.8221 0.7737
H -0.9606 0.2775 -2.1663
C 0.9801 0.0856 0.2465
H 0.6734 -0.9425 0.0293
H -0.4808 2.0459 -0.8564
C -1.0240 1.3250 -0.2058
H -2.5257 -2.1911 -1.5518
*
```

The value obtained for the HOMO-LUMO gap is 9.19 eV. Its total energy is -18156.46989 eV. For the max |F|, the calculation gives 2.72 eV Å⁻¹. Its HOMO energy is -8.395 eV. Its energy above the lowest of the compared OMol25 structures with the same formula, charge and spin is 149.4 kJ/mol. The value obtained for the molecular weight is 120.2 g/mol.

natural (NBO) atomic charge list, values in e, 6 entries:
1 C -0.2128
2 H 0.1812
3 H 0.3503
4 S -0.1094
5 N -0.8418
6 H 0.2176


ORCA calculation (ωB97M-V/def2-TZVPD) on a cluster of 2 separate species, C34H40IO4 in total at a distorted geometry.

Geometry as ORCA input:
```
! wB97M-V def2-TZVPD RIJCOSX def2/J DEFGRID3
* xyz 1 1
H 2.7645 -1.3511 -0.0608
H 2.7702 4.4803 -1.0244
C 1.5204 -1.3794 -1.8647
H -2.5590 -3.9879 -5.8927
C -0.5380 -1.7061 -3.3263
C 0.9525 -3.6084 -3.0132
C 4.3261 0.2057 4.6165
C -1.1392 -5.3184 4.6534
H 2.4281 2.0260 7.5049
C -2.0033 -2.3367 0.7240
H 4.8550 -0.2407 3.7736
O 0.8414 2.7733 -0.0580
C 2.1939 -4.3123 -2.5075
C 0.5991 -2.2766 -2.6968
H 3.1632 -2.8187 1.7261
C 2.2690 1.0629 5.5889
H -0.3120 -5.7446 5.2336
C 2.9342 1.5150 1.1983
H 0.2213 -0.9344 0.5102
C -0.6069 -4.5570 3.4857
C 0.1455 -4.3429 -3.8796
O -0.4999 1.0010 0.1292
C -0.9674 -3.7888 -4.5018
H -1.7904 -2.5097 -0.3456
H 2.2329 -2.9580 -0.5902
H -1.9685 -1.2517 0.9118
H 1.4196 -5.2073 3.7389
C 4.3497 1.2443 6.8251
C 1.7932 3.5704 0.6624
C 2.7430 -3.8248 1.8558
C 0.7514 -4.5691 3.1476
H 0.9785 -0.4481 -1.6480
H -0.1326 0.4120 -3.5474
H 1.1844 3.0986 2.6933
H -1.7422 -4.6819 5.3119
C 1.6185 0.8518 1.2381
H -2.1489 -2.0190 -4.7153
C -1.0294 -3.0597 1.6103
O 3.0356 2.8211 0.7838
C 1.9064 -1.9270 -0.4335
C -1.2981 -2.4723 -4.2025
H 2.5263 -0.6495 -3.6414
H 2.9824 -4.4334 0.9644
H 3.0610 -3.6552 -2.4057
H -1.8489 -0.0345 -3.6545
C 2.2015 4.8102 -0.1469
H -1.7856 -6.1430 4.3239
C 1.2713 -3.7794 2.1360
H 2.4813 -5.0965 -3.2209
C -1.4919 -3.8304 2.6617
C -0.9069 -0.2543 -3.1252
C 5.0248 0.6038 5.7775
H 3.4875 -1.8440 -2.7539
H 4.8823 1.5485 7.7354
C 0.8407 -1.8440 0.5677
I 1.5018 -0.2979 3.0499
C 2.7956 -1.0026 -2.6383
H 2.0140 -4.8257 -1.5515
H -2.5544 -3.8975 2.8632
C 2.9534 0.4089 4.5708
C 1.2257 3.9623 2.0142
C 0.5880 1.4798 0.4396
C 2.9754 1.4943 6.7213
H 1.8990 4.7113 2.4550
H 3.3203 -0.1982 -2.1053
H -2.1248 -5.5106 -5.1008
C -1.7283 -4.5774 -5.5097
H -3.0328 -2.6774 0.9129
H 0.4430 -5.3689 -4.1027
H 2.8515 5.4349 0.4731
H 1.1888 1.2236 5.4984
H 0.2366 4.4297 1.8865
H -1.0408 0.0295 -2.0651
H 6.0977 0.4302 5.8615
H 1.3221 5.4047 -0.4392
H 3.2621 -4.3027 2.6996
H -1.0952 -4.8546 -6.3579
C 0.3817 -2.9145 1.4023
O 3.9748 0.9516 1.5452
*
```

The value obtained for the HOMO-LUMO gap is 5.54 eV. Its total energy is -52188.33041 eV. For the max |F|, the calculation gives 2.28 eV Å⁻¹. Its HOMO energy is -10.698 eV. The value obtained for the molecular weight is 639.6 g/mol.

Löwdin atomic charge list, values in e, 6 entries:
1 H 0.1372
2 H 0.1000
3 C -0.2686
4 H 0.0760
5 C -0.2064
6 C -0.1949